Here is 19 unconnected molecules or ions with the total composition C28H84N2O19S in a non-equilibrium geometry from the Open Molecules 2025 dataset. Energies are from ωB97M-V/def2-TZVPD.

Geometry as XYZ:
```
134
Properties=species:S:1:pos:R:3:forces:R:3
C 2.455 0.563 -0.626 0.83 -0.60 0.20
C 2.559 0.246 -2.239 0.24 0.01 -0.01
C 1.607 1.193 -3.184 1.74 -0.57 -0.56
O 0.171 0.875 -3.071 0.35 2.50 0.73
C -0.553 2.097 -2.687 -0.79 0.51 1.45
C -2.064 1.791 -2.038 -2.54 1.41 1.81
C -2.856 0.354 -2.186 -3.09 2.38 2.58
C -4.363 0.189 -1.480 3.29 2.82 -0.33
C -4.954 1.481 -0.644 -0.65 2.72 1.63
N -6.242 1.673 0.137 4.16 1.66 -1.35
S -6.312 3.322 0.807 3.37 -2.36 -2.58
N -4.785 4.073 0.286 -0.92 -6.84 -2.24
C -4.184 2.919 -0.487 1.71 0.48 -0.79
C -2.720 3.084 -1.205 -0.59 -3.75 -0.98
H 1.626 1.340 -0.341 1.47 -1.65 -0.59
H 3.488 1.009 -0.263 -2.29 -0.80 -0.74
H 2.340 -0.474 -0.049 -0.05 2.48 -1.23
H 3.690 0.452 -2.545 -2.48 -0.40 0.37
H 2.363 -0.904 -2.451 0.25 2.50 0.41
H 1.913 1.011 -4.309 -0.63 0.34 2.15
H 1.878 2.309 -2.942 -0.88 -2.01 -0.35
H 0.043 2.628 -1.802 -1.30 -1.07 -1.88
H -0.667 2.889 -3.557 0.19 -1.80 1.50
H -2.385 -0.567 -2.765 -1.19 2.25 1.31
H -4.982 -0.806 -1.548 1.32 2.25 0.01
H -2.130 4.117 -1.114 -1.39 -2.64 -0.26
C -2.354 -2.204 -5.422 0.30 -0.11 -0.25
O -2.769 -2.532 -4.109 0.09 -0.18 0.85
H -3.205 -1.796 -5.972 0.08 -0.07 0.18
H -1.559 -1.455 -5.377 0.00 0.04 -0.25
H -1.993 -3.103 -5.927 0.02 0.23 -0.24
H -1.993 -2.891 -3.645 -0.48 0.12 -0.22
C 2.504 -3.610 0.166 0.08 0.01 0.21
O 3.454 -2.610 -0.152 0.45 0.19 0.20
H 1.879 -3.799 -0.710 0.15 0.10 0.10
H 3.021 -4.531 0.447 -0.23 -0.15 0.02
H 1.875 -3.267 0.992 -0.18 -0.22 -0.02
H 3.993 -2.465 0.644 -0.24 0.02 -0.50
C -2.523 -0.234 1.775 -0.04 0.05 -0.17
O -2.700 -1.479 1.125 -0.13 -0.35 -0.44
H -2.161 -0.411 2.791 -0.05 -0.02 -0.17
H -1.789 0.364 1.228 0.00 0.23 0.15
H -3.479 0.294 1.819 0.06 0.23 0.13
H -3.021 -1.289 0.227 0.17 -0.06 0.44
C -7.385 -1.532 -3.886 -0.05 0.02 -0.20
O -6.483 -2.084 -2.945 0.47 -0.49 0.26
H -7.999 -0.777 -3.389 0.15 -0.13 0.00
H -6.824 -1.064 -4.699 -0.20 0.08 -0.09
H -8.030 -2.321 -4.281 -0.13 0.16 -0.12
H -5.952 -2.750 -3.415 -0.14 0.38 0.36
C -4.726 6.127 -2.918 0.00 -0.17 0.12
O -4.266 4.914 -3.487 0.09 -0.39 0.04
H -4.746 6.897 -3.693 0.03 -0.19 0.05
H -5.734 5.985 -2.522 -0.05 0.26 0.10
H -4.048 6.435 -2.118 -0.14 0.23 0.09
H -4.259 4.250 -2.776 0.08 0.23 -0.39
C 5.034 2.719 1.822 0.26 -0.01 -0.09
O 4.241 3.123 0.721 -0.01 0.29 -0.61
H 4.381 2.505 2.671 0.02 0.06 -0.19
H 5.593 1.818 1.558 0.12 0.00 0.30
H 5.724 3.523 2.089 0.07 -0.20 0.19
H 4.847 3.306 -0.017 -0.42 -0.08 0.41
C 7.274 3.655 4.426 0.02 -0.18 0.21
O 7.734 2.443 3.858 0.09 -0.48 0.07
H 7.254 4.426 3.652 0.05 -0.17 0.07
H 6.266 3.514 4.823 -0.03 0.27 0.08
H 7.952 3.963 5.226 -0.13 0.23 0.05
H 7.741 1.779 4.568 0.04 0.35 -0.33
C 8.984 0.026 7.097 0.17 0.18 0.07
O 8.044 1.071 7.262 -0.11 0.45 -0.01
H 8.470 -0.857 6.711 -0.03 0.14 0.08
H 9.755 0.336 6.387 0.14 -0.20 0.03
H 9.438 -0.213 8.062 0.14 -0.21 -0.11
H 8.530 1.841 7.605 -0.19 -0.31 -0.22
C 11.934 2.451 8.638 0.36 -0.16 0.03
O 11.141 2.855 7.537 -0.16 0.19 -0.64
H 11.281 2.237 9.487 0.01 0.11 -0.16
H 12.493 1.550 8.374 0.02 0.07 0.25
H 12.624 3.256 8.905 0.05 -0.07 0.23
H 11.747 3.038 6.799 -0.45 -0.14 0.37
C -7.371 2.849 -3.382 0.12 -0.10 -0.12
O -7.786 2.520 -2.069 -0.10 -0.06 0.17
H -8.223 3.256 -3.932 0.40 -0.15 0.08
H -6.577 3.597 -3.337 0.02 0.03 -0.33
H -7.011 1.949 -3.887 0.13 0.06 -0.21
H -7.011 2.161 -1.605 -0.66 0.11 -0.12
C -6.196 -4.002 0.193 0.02 0.09 -0.22
O -6.845 -2.784 0.508 -0.17 0.37 -0.14
H -6.227 -4.657 1.067 -0.02 0.18 -0.08
H -6.711 -4.486 -0.641 0.14 -0.20 -0.01
H -5.155 -3.803 -0.074 0.07 -0.25 0.01
H -6.802 -2.224 -0.286 -0.14 -0.24 0.37
C -9.896 -1.499 1.661 0.28 -0.21 0.00
O -8.993 -2.052 2.602 0.10 -0.34 0.13
H -10.510 -0.745 2.158 0.13 -0.13 0.00
H -9.335 -1.032 0.848 -0.20 0.10 -0.14
H -10.540 -2.289 1.266 -0.18 0.16 -0.17
H -8.462 -2.717 2.132 -0.05 0.51 0.13
C 6.651 -2.769 4.329 -0.04 0.15 0.18
O 6.724 -1.438 3.852 0.03 0.48 0.18
H 6.693 -3.454 3.480 0.02 0.19 0.08
H 7.496 -2.965 4.994 -0.05 -0.29 0.04
H 5.710 -2.914 4.866 0.04 -0.28 0.05
H 6.685 -0.854 4.628 -0.02 -0.24 -0.51
C -0.896 -5.638 -7.246 0.28 -0.12 0.04
O -0.977 -4.366 -7.863 0.09 0.38 -0.53
H -1.386 -5.592 -6.271 -0.04 0.12 -0.16
H -1.401 -6.379 -7.871 0.04 -0.21 0.18
H 0.153 -5.913 -7.112 -0.30 -0.22 0.10
H -0.534 -4.438 -8.725 -0.24 0.09 0.52
C 1.739 -8.073 -9.278 0.20 -0.01 -0.09
O 1.650 -6.955 -8.413 0.44 0.45 0.07
H 0.795 -8.622 -9.245 0.13 0.16 0.06
H 1.923 -7.731 -10.299 -0.02 -0.25 -0.10
H 2.550 -8.726 -8.948 -0.07 -0.18 -0.18
H 2.501 -6.487 -8.463 -0.50 -0.22 0.10
C -10.236 5.881 -3.081 -0.02 -0.15 0.12
O -9.777 4.668 -3.649 -0.16 -0.28 0.16
H -10.256 6.651 -3.855 0.03 -0.19 0.06
H -11.245 5.740 -2.684 -0.03 0.27 0.07
H -9.558 6.189 -2.281 -0.12 0.22 0.05
H -9.770 4.004 -2.939 0.06 0.29 -0.32
C -3.572 0.484 5.656 -0.11 -0.17 -0.06
O -2.322 -0.156 5.472 0.26 -0.51 -0.12
H -3.400 1.536 5.898 0.08 -0.19 -0.05
H -4.157 0.416 4.735 -0.21 0.15 0.10
H -4.109 0.006 6.478 -0.21 0.18 -0.01
H -2.507 -1.086 5.258 0.18 0.52 0.12
C 14.425 -0.541 6.576 -0.02 -0.17 -0.14
O 13.147 -0.168 7.058 -0.56 -0.18 -0.11
H 15.181 0.094 7.045 -0.20 -0.06 -0.03
H 14.622 -1.585 6.832 0.25 0.03 -0.09
H 14.460 -0.407 5.492 0.26 -0.06 -0.01
H 12.498 -0.749 6.625 0.29 0.40 0.30
```
Forces are in eV/Å.

Summary:
- multiplicity = 1
- lowest unoccupied orbital energy (eV) = -1.70
- net charge = 0
- electronic energy (Ha) = -3053.720464
- HOMO-LUMO gap (eV) = 6.71
- HOMO level (hartree) = -0.3088